139
Properties=species:S:1:pos:R:3:forces:R:3:mulliken_charge:R:1 method="wB97M-V/def2-TZVPD" smiles="O=C1OC[C@@H](F)O1.O=C1OC[C@@H](F)O1.O=C1OC[C@@H](F)O1.c1ccncc1.c1ccncc1.c1ccncc1.c1ccncc1.C1CCOC1.C1CCOC1.C1CCOC1.C1CCOC1.C1CCOC1" homo_energy_ev=-9.02
H 5.9079 0.0540 0.6021 0.335 0.385 0.199 0.425
O -4.6127 -1.9617 -1.6545 0.386 -0.472 -0.367 -0.329
C -0.8789 -6.4744 -2.2999 0.965 -0.967 1.146 -0.536
H -1.2322 5.7747 -1.2922 -0.193 0.134 0.307 0.575
H -0.0070 1.2398 5.9036 1.887 0.398 0.471 0.371
F 3.3793 -1.7264 -7.7749 -0.252 0.705 0.346 -0.300
C -2.2528 -4.8021 3.1798 -0.981 0.410 -0.081 -0.877
H 1.3205 -5.0912 -0.2357 -0.767 -0.235 -0.134 0.261
C 3.8648 -3.4830 2.2989 -2.036 -0.050 0.686 -0.263
C -1.2220 -1.1261 -2.8823 -0.296 -0.920 -0.730 0.249
H 5.1911 -4.1899 3.9981 -0.967 1.172 -0.645 0.340
H -1.1799 3.0050 7.0924 -0.562 -0.424 -0.156 0.294
H -3.4147 1.3633 4.3140 -0.608 -0.509 -0.362 0.548
H -5.5438 5.6832 -0.7733 0.478 -0.253 0.581 0.318
C 0.9968 0.4660 1.3741 -0.561 1.214 -0.136 0.148
H 2.9882 -0.2774 -9.0990 0.847 0.015 0.979 0.248
H -1.6676 -3.8510 1.3366 -0.363 0.128 0.191 -0.905
C -4.7584 -3.3182 -2.1194 -1.939 2.882 0.055 0.192
H -2.5242 1.8007 7.3023 0.091 0.428 0.056 0.277
H -1.9282 5.1596 2.1366 0.602 -0.892 0.303 0.458
C -0.3629 4.7854 -2.9648 1.079 -0.365 0.765 -0.679
H 2.2060 5.6358 1.1306 -0.309 -0.149 0.176 0.386
C 1.4370 5.1659 1.7534 -1.099 1.920 -2.023 -0.229
H 5.5947 -1.4763 4.1931 0.317 0.218 -0.199 0.309
H -5.3915 -4.9700 -1.0074 -1.216 -0.450 0.664 0.349
C 1.7742 4.3862 2.7904 0.112 -0.119 -0.149 -0.643
C -0.3253 5.6489 -1.8596 -0.183 0.594 -0.637 -0.197
H -1.2430 4.1961 -3.2607 0.384 0.515 0.302 0.434
H -2.3456 3.4861 0.5329 0.841 -0.255 0.196 0.436
H -0.9975 -5.9289 4.5949 0.291 0.360 -1.310 0.280
H -3.0012 -5.4219 2.6611 0.210 0.372 0.068 0.291
H -0.1150 -3.8798 -1.7283 -0.001 -0.500 0.286 -0.007
C -4.0719 2.3257 0.1138 1.905 -2.900 0.526 -0.600
H -1.4980 -7.4218 -2.3967 0.101 1.713 -0.204 0.302
C -2.5813 -0.0378 -4.6148 -0.436 0.634 1.610 -0.465
O 4.9920 3.8281 -1.0714 0.195 1.275 -1.183 -0.496
C -5.8393 3.6029 -0.7455 -0.856 -1.456 1.042 -0.451
C 0.3070 1.9277 -0.3490 -0.285 1.082 -0.788 0.635
H -0.2854 -6.2741 -3.2179 -1.015 0.288 0.112 0.319
H -0.0596 -7.5947 -0.5831 -0.312 -0.516 0.163 0.333
H -2.8852 0.1818 -2.4897 0.120 -0.291 -0.067 0.442
H 0.9491 -0.5403 1.7700 -0.523 -0.040 0.243 -0.306
H -0.0985 6.1243 0.6571 -0.477 -0.301 0.543 0.762
H 2.9574 5.1279 -3.5472 -0.130 0.153 0.076 0.400
H 1.0452 3.1189 4.2615 -0.347 -0.222 0.392 0.292
O -1.3527 1.2570 4.4458 -0.592 0.452 1.025 -0.114
C -0.2871 1.1346 0.7835 -1.282 -1.332 -0.458 1.526
H -1.0564 0.4350 0.2833 1.263 0.394 1.092 -0.427
C -1.0051 -5.6110 3.5007 -0.408 0.522 0.612 -0.481
C 1.4582 1.0853 -0.8273 0.176 0.900 -2.234 -0.298
C -1.7860 -3.5663 2.3887 1.502 -0.807 -0.564 0.777
O -4.8852 -0.9026 0.3196 -0.007 -0.815 -0.448 -0.548
H -0.2196 -2.9193 3.7968 -0.074 1.001 1.103 0.412
H -6.8934 3.7018 -1.0249 0.513 -0.028 -0.256 0.347
C -0.8834 4.8021 2.2886 0.013 1.594 -0.378 -0.717
C -1.8685 2.3011 6.5814 0.622 -0.666 -0.191 -0.631
O -4.9206 -3.1603 0.1511 -0.442 -1.457 0.141 -0.385
H -3.7246 3.1749 5.6933 0.337 0.164 0.102 0.428
H -0.0457 -2.0154 -5.8531 -1.647 0.807 0.892 0.340
H 3.5627 0.9461 1.6338 -0.165 0.652 0.575 -0.597
C 0.0818 5.4419 1.4933 0.666 -0.530 0.050 -0.663
H -3.2888 0.7918 -4.8890 0.539 -1.204 0.482 0.377
H -4.0132 -3.4255 -2.8525 0.673 -0.627 -1.162 0.377
C -2.3073 -0.3565 -3.2435 -0.631 1.719 -0.288 -0.428
H 1.0966 3.7697 -4.2460 -0.285 0.060 -0.076 0.409
H 0.7031 2.8882 0.0424 -0.448 -0.260 -0.488 -0.734
H 2.7739 -1.5495 2.4654 -0.076 -0.239 -0.080 -0.103
C -0.8121 -1.5242 -5.1453 1.250 -0.417 0.069 -0.378
H 1.1364 0.4075 -1.6530 0.201 0.209 0.429 -0.107
H 6.4649 -2.5518 2.9570 -1.033 0.946 0.479 0.286
H 3.5032 -1.7827 0.8374 -0.661 -0.481 -0.241 0.168
C 3.5687 -2.0344 1.8880 1.813 0.189 0.816 0.175
C 4.5744 -3.2893 3.6418 0.937 -1.599 -0.267 -0.682
C 5.1005 0.6816 0.2479 1.371 0.202 -0.188 -0.317
H -0.8809 1.7830 1.4540 0.614 -0.516 0.100 -0.784
C -0.3282 -3.4497 2.8905 -0.797 -1.323 -0.331 -0.373
C -5.3219 2.3353 -0.3683 -2.150 1.719 -1.223 -0.344
O 2.1784 0.2138 -7.3405 1.213 -0.013 0.999 -0.271
O -1.5586 -5.3245 -1.7532 -1.362 -2.242 -1.856 -0.388
H 2.6318 7.0210 -1.9855 -0.014 -0.279 0.339 0.366
C -3.3497 3.4807 0.1861 0.201 1.083 0.669 0.272
C -0.6452 -4.5867 -1.0419 0.164 2.719 -0.429 0.507
N -0.5147 -1.7375 -3.8537 0.255 0.017 -0.418 -0.491
H 2.2915 1.7172 -1.2299 -0.599 -0.433 0.188 0.024
C 1.9876 5.3300 -3.0976 0.145 -1.926 -1.746 -0.297
H 2.9599 -4.1155 2.4559 0.516 0.417 -0.426 0.119
H -2.1791 3.8537 5.1484 0.857 2.122 -0.404 0.172
H 1.0974 -7.0716 -1.7467 0.581 0.123 0.069 0.305
C -2.5763 2.0307 4.3077 1.229 -0.767 -0.160 0.214
H 4.4117 -0.0147 -0.2100 -0.461 0.341 -0.448 0.060
C -5.0991 4.7200 -0.4683 -0.457 0.962 -1.181 -0.417
C -1.0433 1.1574 5.8695 -2.413 0.138 -1.240 -0.647
C 1.8420 6.2904 -2.1574 0.505 0.940 -0.098 -0.488
C 4.5033 0.3727 -7.4637 -0.393 -0.001 -0.362 -0.378
C 4.4246 1.5111 1.3046 0.775 -0.484 0.717 1.491
H 5.2591 -0.4015 -7.3584 0.291 0.381 0.445 0.301
C -4.7224 -4.1568 -0.9139 1.819 1.495 0.597 0.061
H -3.7179 -4.5577 -0.8710 0.318 -0.171 0.593 -0.081
H -1.3037 0.1338 6.2006 -0.145 0.483 0.143 0.263
C -1.8488 -0.6621 -5.5747 1.251 -0.435 -0.731 -0.385
C 0.7429 3.8023 3.4824 0.002 -1.142 1.252 -0.420
H -1.2850 -3.9495 -0.4405 0.298 0.212 0.496 -0.255
C -4.8290 -1.9082 -0.3309 0.157 0.134 0.323 0.723
C 3.2648 -0.3628 -8.0108 -0.509 0.155 -1.728 0.302
H 4.4878 -3.9013 1.5454 0.622 -0.581 -0.514 0.326
H -0.0371 -5.8606 0.6329 -0.072 0.775 0.096 -0.495
H 1.3591 1.1768 2.1755 0.076 -0.750 -0.766 0.010
H -2.3474 -2.6373 2.4260 -0.256 -0.160 0.367 0.675
C 2.6935 0.8916 -6.2569 -1.405 1.235 2.372 0.570
O 4.8448 -1.3960 2.2310 -0.056 -0.239 0.758 -0.341
C 5.4736 -2.1217 3.3240 0.721 -0.210 -0.683 -0.588
N -3.8448 4.6869 -0.0314 0.045 0.330 -0.290 -0.342
H 3.8356 -3.0986 4.4027 -0.226 0.306 0.345 0.294
H -5.9329 1.4635 -0.4997 0.027 -0.404 0.119 0.478
H -3.6010 1.3457 0.3965 -0.440 1.121 -0.233 0.339
C 4.9309 2.8252 -0.4796 -0.159 -1.406 1.503 0.562
N -0.5690 3.9663 3.2980 0.603 0.841 -1.014 0.124
H 2.8258 4.3016 2.9353 0.481 -0.743 0.816 0.501
C -2.6723 2.9984 5.4395 -0.396 -2.094 1.531 -0.536
H 4.8460 1.1947 -8.1370 -0.307 -0.578 0.684 0.267
H -1.0015 -6.4562 2.8457 0.300 -0.971 -0.077 0.336
O 0.0838 -4.7935 3.1216 0.637 -0.379 0.290 -0.418
O 2.0286 1.4404 -5.4189 0.172 -0.742 -1.222 -0.482
H -0.4283 2.0358 -1.1843 0.587 0.535 0.735 0.303
N 0.7182 6.4343 -1.5064 -1.988 -0.430 0.608 -0.538
H 0.3761 -3.1047 2.1703 0.370 0.727 -0.684 -0.117
O 5.6072 1.6821 -0.6985 -0.704 -0.412 0.407 -0.402
H -0.9199 -1.3576 -1.8264 -0.412 0.431 -1.092 0.384
C 0.8931 4.5457 -3.5155 0.668 0.449 0.070 0.006
O 4.1141 2.6831 0.6366 0.038 0.034 0.150 -0.228
F -6.0358 -3.3138 -2.6551 0.407 -0.578 -0.398 -0.342
C 0.2887 -5.4952 -0.3454 1.314 -1.456 0.450 0.481
O 4.0349 0.9094 -6.1759 0.283 -1.124 -2.468 -0.276
F 5.2655 1.8180 2.4385 -1.047 -0.372 -1.669 -0.451
H -2.4213 2.5774 3.4001 -0.482 -0.017 -0.759 -0.501
H -2.6957 -4.4682 4.0957 -0.473 0.203 0.591 0.352
O 1.9083 0.3710 0.2520 0.500 -0.997 2.014 -0.060
C 0.2014 -6.7753 -1.2245 0.078 0.217 -0.423 -0.832
H -1.9634 -0.3928 -6.6296 0.049 -0.330 0.373 0.376